# C3H8IN2OP

A structure of composition C3H8IN2OP at a distorted geometry (wB97M-V/def2-TZVPD, OMol25).

Geometry as XYZ:
```
16
Properties=species:S:1:pos:R:3:forces:R:3
C -0.975 -0.748 0.568 4.9 0.7 -1.2
C 1.796 -1.001 0.670 -2.1 -0.5 -0.9
C -1.154 1.656 0.141 2.8 0.8 -0.9
N 0.871 -0.117 -0.005 -1.4 -0.3 3.1
N -1.535 0.331 0.381 -5.9 1.8 0.5
O -1.117 -1.884 0.656 -0.4 -3.1 1.0
P 0.493 -0.331 -1.552 -1.9 0.3 -2.8
I -3.766 -0.016 0.369 1.1 0.3 -0.1
H 1.118 -1.858 0.869 1.5 -0.6 0.2
H 2.728 -1.174 0.137 -0.2 -0.4 -0.2
H 1.974 -0.471 1.539 0.9 0.4 2.2
H -0.031 1.533 0.508 -2.0 1.3 -1.1
H -1.260 1.881 -0.977 0.5 -0.2 1.5
H -1.736 2.394 0.675 -0.1 -0.2 0.4
H 1.540 -1.031 -1.979 1.7 -1.4 -0.8
H 1.054 0.836 -1.999 0.4 1.1 -0.9
```
Forces are in eV/Å.

## Properties
LUMO (alpha / beta) ... -1.94 / -1.94 eV
Total energy ... -25653.06371 eV
Net charge ... 0
Kohn-Sham gap (alpha / beta) ... 5.989 / 5.993 eV
ΔE to the lowest compared entry with this formula, charge and spin ... 3.0404 eV

These are the natural (NBO) partial charges, in e, on atoms 1 to 2: atom 1 (C): 0.831, atom 2 (C): -0.440

***

# CH5OS

A cluster of 2 separate species, CH5OS in total at a distorted geometry (wB97M-V/def2-TZVPD, OMol25).

Geometry as XYZ:
```
8
Properties=species:S:1:pos:R:3:forces:R:3
O 2.498 -0.204 -0.057 -2.2 -2.3 -0.9
H 1.524 0.010 0.266 1.5 -0.4 -0.5
C -1.329 0.242 -1.012 -1.9 -2.0 -0.3
S -0.690 0.043 0.675 1.3 0.1 0.2
H -0.853 -0.051 -1.996 0.5 0.7 1.3
H -2.119 -0.569 -0.942 0.2 1.1 -0.6
H -1.834 1.203 -1.067 0.0 0.1 -0.5
H 2.313 -1.102 -0.543 0.5 2.6 1.4
```
Forces are in eV/Å.

## Properties
LUMO ... 4.46 eV
Total energy ... -14001.22800 eV
Net charge ... -1
Kohn-Sham gap ... 6.919 eV
ΔE to the lowest compared entry with this formula, charge and spin ... 0.5776 eV

These are the natural (NBO) partial charges, in e, on atoms 1 to 2: atom 1 (O): -1.027, atom 2 (H): 0.499

***

# C23H35CoN10S

A structure of composition C23H35CoN10S at a distorted geometry (wB97M-V/def2-TZVPD, OMol25).

Geometry as XYZ:
```
70
Properties=species:S:1:pos:R:3:forces:R:3
Co -0.310 1.096 -0.501 -0.5 1.1 -0.4
N -0.638 3.113 -0.336 0.3 -0.1 0.5
C 0.359 4.142 0.056 0.4 -0.2 0.1
C 1.191 3.804 1.325 -0.4 -0.3 -0.1
N 1.554 2.393 1.538 0.1 0.2 0.0
C 2.968 2.155 1.216 -0.2 0.0 -0.1
C 3.332 2.474 -0.233 -0.1 -0.1 0.3
N 2.350 1.893 -1.152 -0.3 0.0 -0.3
C 1.340 2.008 2.945 -0.1 0.1 -0.1
C -0.128 1.937 3.339 0.2 0.0 -0.1
N -0.800 1.015 2.437 -0.4 -0.1 -0.3
H -1.185 3.461 -1.118 -0.1 0.0 0.1
H -1.299 3.018 0.433 -0.1 0.0 -0.1
H -0.159 5.084 0.254 0.1 0.0 -0.1
H 1.026 4.312 -0.790 0.0 0.0 -0.1
H 0.611 4.143 2.182 0.0 0.0 0.0
H 2.102 4.411 1.304 -0.1 0.2 0.0
H 3.170 1.101 1.402 0.0 -0.1 0.0
H 3.618 2.749 1.876 0.1 0.0 0.0
H 4.325 2.060 -0.416 0.0 0.1 0.0
H 3.410 3.554 -0.377 0.0 0.0 0.0
H 2.793 1.270 -1.816 0.0 0.1 0.0
H 1.912 2.613 -1.708 0.0 0.0 -0.1
H 1.861 2.699 3.622 0.1 -0.1 0.0
H 1.774 1.014 3.080 0.1 0.0 0.0
H -0.605 2.916 3.267 0.0 0.0 0.0
H -0.195 1.631 4.389 0.1 0.1 0.0
H -1.808 1.088 2.519 0.0 -0.1 0.0
H -0.551 0.064 2.690 0.0 -0.1 -0.1
S -2.649 0.944 -0.909 0.9 0.1 0.7
C -2.611 -0.749 -0.492 0.0 1.4 0.0
N -3.736 -1.414 -0.633 -0.1 -0.7 -0.3
N -3.846 -2.685 -0.283 -0.1 0.2 -0.4
C -3.372 -3.388 0.821 0.4 -0.4 0.6
C -2.784 -2.772 1.929 -0.2 0.1 -0.1
C -2.405 -3.530 3.021 -0.1 0.0 0.0
C -2.593 -4.905 3.033 0.0 -0.1 -0.1
C -3.183 -5.520 1.937 0.0 0.0 0.2
C -3.573 -4.772 0.842 0.0 0.3 -0.2
N -1.467 -1.380 -0.203 0.2 -1.0 0.2
N -0.345 -0.766 -0.217 -0.8 -0.4 -0.3
C 0.732 -1.676 -0.158 0.8 -0.8 0.3
C 0.557 -2.990 0.305 -0.2 0.3 0.0
C 1.601 -3.893 0.246 0.0 -0.1 0.0
C 2.843 -3.515 -0.248 0.0 0.1 0.0
C 3.029 -2.212 -0.685 0.1 -0.1 0.0
C 1.987 -1.304 -0.640 -0.4 0.2 0.0
H -4.511 -3.175 -0.863 -0.3 0.1 0.2
H -2.665 -1.698 1.943 0.0 0.0 0.0
H -1.973 -3.043 3.886 0.0 0.0 0.0
H -2.294 -5.492 3.890 0.0 0.0 0.0
H -3.355 -6.587 1.942 0.0 0.0 0.0
H -4.041 -5.258 -0.006 0.0 0.0 0.0
H -0.404 -3.293 0.695 0.0 0.0 0.0
H 1.432 -4.911 0.567 0.0 0.0 0.1
H 3.651 -4.231 -0.303 0.0 0.0 0.0
H 3.983 -1.909 -1.097 0.0 0.0 0.0
H 2.102 -0.307 -1.023 0.0 0.0 0.0
C -0.204 2.983 -3.860 -0.1 -0.1 0.0
C -0.206 1.494 -3.809 0.2 0.0 -0.2
N -0.178 0.701 -2.757 0.5 0.4 0.1
C -0.144 -0.584 -3.253 0.0 -0.1 -0.2
C -0.145 -0.562 -4.611 0.0 -0.1 0.2
N -0.182 0.765 -4.951 -0.1 0.0 0.1
H -0.072 3.398 -2.866 0.1 0.0 0.0
H -1.141 3.360 -4.272 0.0 0.0 0.0
H 0.608 3.327 -4.501 0.0 0.1 0.1
H -0.122 -1.448 -2.616 0.0 0.0 0.0
H -0.115 -1.349 -5.342 0.0 0.0 0.0
H -0.226 1.131 -5.887 0.0 0.0 0.0
```
Forces are in eV/Å.

## Properties
LUMO (alpha / beta) ... -3.47 / -3.57 eV
Multiplicity ... 2
Total energy ... -87775.50661 eV
Net charge ... +1
Kohn-Sham gap (alpha / beta) ... 6.230 / 5.849 eV
ΔE to the lowest compared entry with this formula, charge and spin ... 1.5553 eV

These are the natural (NBO) partial charges, in e, on atoms 1 to 2: atom 1 (Co): 1.127, atom 2 (N): -0.853

***

# C5H39N3O12

A cluster of 13 separate species, C5H39N3O12 in total at a distorted geometry (wB97M-V/def2-TZVPD, OMol25).

Geometry as XYZ:
```
59
Properties=species:S:1:pos:R:3:forces:R:3
N -2.908 -0.549 1.003 -0.8 0.9 0.0
C -2.709 0.815 0.453 0.2 -0.4 -0.2
C -1.344 1.346 0.932 -0.2 -0.7 1.0
N -0.251 0.691 0.169 1.1 0.2 0.1
C 1.692 2.118 0.989 -0.5 0.4 0.5
C 0.821 1.666 -0.198 0.4 -0.4 0.0
C 1.701 1.038 -1.320 -1.6 0.4 -1.3
N 2.566 -0.110 -0.862 -1.4 2.0 2.7
H -3.809 -0.931 0.736 0.1 0.0 -0.1
H -2.195 -1.205 0.741 0.3 -0.1 -0.3
H -2.775 0.832 -0.683 0.1 0.2 1.2
H -3.499 1.450 0.881 0.2 -0.1 -0.3
H -1.284 2.438 0.815 0.0 -0.4 -0.1
H -1.243 1.152 2.044 -0.2 0.3 -1.4
H 0.230 -0.096 0.669 -1.1 1.1 -0.1
H 1.111 2.727 1.711 0.2 -0.3 -0.5
H 2.504 2.760 0.646 0.1 0.0 -0.1
H 2.109 1.301 1.589 0.0 0.0 -0.4
H 0.317 2.574 -0.619 0.6 -1.0 0.1
H 1.015 0.621 -2.147 1.5 0.8 1.4
H 2.312 1.841 -1.781 -0.2 -0.7 0.4
H 3.197 0.221 -0.109 -0.2 -0.2 -0.6
H 3.080 -0.452 -1.605 1.3 -0.9 -2.0
H -1.749 -2.042 -1.807 -0.1 -0.5 0.0
H -1.599 -2.849 -0.545 0.2 -0.1 1.5
O -1.735 -2.970 -1.468 -0.6 0.2 -1.7
H 1.045 -2.122 -2.917 -0.2 0.8 -0.4
H 0.846 -1.384 -4.318 0.3 0.4 1.1
O 1.030 -1.181 -3.368 -0.1 -1.4 -1.0
H -2.662 2.130 -3.296 -0.4 0.2 0.2
H -1.672 0.969 -3.150 -0.2 -1.0 0.4
O -1.830 1.795 -3.619 0.2 0.6 -0.6
H -0.015 2.129 3.519 0.2 -0.6 0.1
H -0.500 3.313 4.310 -0.1 0.4 0.7
O -0.388 3.018 3.417 -0.2 0.5 -0.6
H -0.416 -0.744 -2.709 -1.3 0.5 0.5
H -0.965 -0.008 -1.429 0.2 0.1 0.7
O -1.283 -0.433 -2.247 1.1 -0.5 -1.2
H -1.079 -1.808 2.470 -0.1 -0.1 -0.7
H -2.210 -0.843 2.984 0.9 -0.7 -0.3
O -1.374 -1.309 3.231 -0.9 0.9 1.4
H 1.209 0.194 3.268 1.4 -0.8 -1.1
H -0.255 -0.082 3.628 0.1 -0.4 0.0
O 0.499 0.518 3.780 -1.4 1.2 1.4
H 2.023 -0.952 -0.391 0.5 0.1 -0.4
H 2.313 -2.825 0.403 0.3 -0.5 0.1
O 1.648 -2.147 0.313 -0.3 0.4 0.0
H 2.544 -1.399 3.091 0.2 -0.7 0.6
H 2.055 -1.337 1.560 0.5 0.7 1.8
O 2.390 -0.784 2.390 -0.3 -0.2 -2.2
H 0.255 -2.431 0.715 -1.0 -1.0 0.7
H -0.750 -3.505 1.541 0.4 0.7 -0.7
O -0.725 -2.676 1.017 0.7 -0.3 0.2
H -0.357 2.448 -3.111 1.1 1.4 -0.2
H 0.607 3.673 -3.503 -0.3 0.5 -0.7
O 0.504 2.946 -2.907 -0.8 -1.2 0.5
H 1.191 -2.824 -1.141 -0.7 -0.9 -0.9
H -0.085 -3.407 -1.813 -1.6 -0.1 0.2
O 0.852 -3.319 -1.954 2.4 0.6 0.4
```
Forces are in eV/Å.

## Properties
LUMO ... 0.03 eV
Total energy ... -34860.01232 eV
Net charge ... 0
Kohn-Sham gap ... 9.317 eV
ΔE to the lowest compared entry with this formula, charge and spin ... 0.3579 eV

These are the natural (NBO) partial charges, in e, on atoms 1 to 2: atom 1 (N): -0.880, atom 2 (C): -0.225